# 1
C2H7NS | wB97M-V/def2-TZVPD

Summary:
Energy above the lowest of the compared OMol25 structures with the same formula, charge and spin ... 194.5 kJ/mol
HOMO energy ... -7.8 eV
Orbital gap ... 8.471 eV

Structure (XYZ):
```
11
Properties=species:S:1:pos:R:3:forces:R:3:nbo_charge:R:1
C -0.9000 -0.0286 2.0098 1.75 0.57 0.06 -0.589
C -0.3946 -0.6020 0.8735 -2.13 -1.81 0.67 0.056
N -0.9936 -0.7521 -0.3775 0.79 1.31 -0.32 -0.780
H -0.7037 -0.6376 2.8810 0.68 0.09 0.27 0.191
H -0.8566 1.0245 2.2988 -1.42 -0.03 -0.82 0.213
H 0.2153 -1.4822 1.0418 0.19 -0.29 -0.03 0.156
H -1.6872 -0.0755 -0.6692 0.09 0.19 0.23 0.374
H -0.3464 -0.9557 -1.1279 -0.04 -0.09 0.01 0.379
S 1.3043 1.0692 -2.0715 0.39 0.31 0.84 -0.289
H 1.8453 0.9872 -3.2563 0.18 -0.13 -1.06 0.136
H 2.5172 1.4528 -1.6025 -0.47 -0.11 0.14 0.154
```
Positions in Å, forces in eV/Å.

# 2
C11H25AlClI2N3OP2 | wB97M-V/def2-TZVPD

Summary:
Energy above the lowest of the compared OMol25 structures with the same formula, charge and spin ... 0.0 kJ/mol
Charge ... +2
HOMO energy (spin up / spin down) ... -14.4 / -14.2 eV
Orbital gap (spin up / spin down) ... 3.629 / 3.378 eV

Structure (XYZ):
```
46
Properties=species:S:1:pos:R:3:forces:R:3:nbo_charge:R:1
I 0.1558 -1.3019 -4.6095 -0.14 -0.38 0.73 0.537
I -0.0100 2.7332 -1.6561 -0.07 0.66 -0.92 -0.294
Al 0.0074 0.3170 -0.7566 0.03 0.96 1.17 1.174
P -2.3758 0.3399 -1.3232 -0.46 0.12 0.57 0.919
C -3.2891 1.6370 -0.4296 0.02 0.04 0.02 -0.945
C -2.7778 0.5788 -3.0738 0.21 -0.13 -0.03 -0.946
H -3.8043 0.2346 -3.2517 0.24 0.08 -0.07 0.268
H -4.3077 -1.0075 -0.8301 0.21 -0.18 -0.02 0.260
H -2.0697 -0.0096 -3.6822 -0.49 0.25 0.12 0.227
H -2.9637 -1.9941 -1.5122 -0.14 0.08 0.16 0.258
H -3.0780 2.6146 -0.8771 -0.09 -0.22 0.16 0.274
H -2.6730 1.6368 -3.3341 -0.01 -0.22 0.02 0.279
C -3.2254 -1.1862 -0.8222 -0.06 -0.07 -0.07 -0.953
H -4.3635 1.4113 -0.4876 0.28 0.15 0.01 0.257
H -2.9090 -1.4685 0.1889 -0.11 0.03 -0.18 0.245
H -2.9715 1.6511 0.6209 -0.11 0.02 -0.25 0.253
P 2.3858 0.4218 -1.2428 0.49 -0.18 0.56 0.889
C 3.2431 1.6980 -0.2679 -0.06 0.04 0.08 -0.942
C 3.2502 -1.1118 -0.7757 0.08 0.02 -0.11 -0.950
H 2.2378 0.1254 -3.6265 0.59 0.40 0.26 0.231
H 3.9280 0.4691 -3.0903 -0.27 0.10 -0.03 0.265
H 2.7092 1.7980 -3.1976 0.05 -0.23 0.01 0.277
C 2.8716 0.7409 -2.9632 -0.30 -0.23 -0.12 -0.947
H 3.0105 -1.8984 -1.5012 0.15 0.10 0.22 0.254
H 4.3309 -0.9116 -0.7634 -0.27 -0.25 -0.03 0.258
H 4.3058 1.4295 -0.1918 -0.27 0.16 -0.04 0.258
H 2.8053 1.7473 0.7367 0.15 0.05 -0.20 0.250
H 2.9213 -1.4307 0.2214 0.12 0.04 -0.22 0.246
H 3.1303 2.6730 -0.7539 0.04 -0.20 0.18 0.273
Cl -0.0243 -1.8586 -1.4444 0.07 -0.35 -2.15 -0.445
C -0.2326 1.7246 3.7257 -0.07 0.36 0.20 -0.406
N -0.1013 0.3719 3.1734 0.02 -0.10 0.35 -0.368
C -0.0360 -0.7360 3.9882 0.05 -0.19 -0.93 0.153
C 0.0717 -1.9768 3.4270 -0.06 0.05 1.02 -0.351
C 0.1384 -2.0875 2.0189 0.16 -0.15 -0.96 0.483
N 0.1611 -0.9749 1.2654 -0.35 0.08 0.27 -0.607
C -0.0323 0.2068 1.8391 0.03 1.08 -0.99 0.766
O -0.1439 1.2119 1.0232 0.25 -1.65 0.55 -0.769
N 0.1942 -3.2481 1.3576 -0.06 0.36 0.19 -0.727
H -0.2321 1.6278 4.8130 -0.01 0.16 -0.19 0.232
H -1.1686 2.1860 3.3919 0.24 -0.16 0.08 0.239
H 0.6076 2.3509 3.4056 -0.21 -0.22 0.07 0.241
H -0.0908 -0.5091 5.0500 0.03 -0.35 -0.19 0.255
H 0.1029 -2.8774 4.0323 -0.02 0.26 0.04 0.267
H 0.1582 -4.1262 1.8502 0.02 0.00 -0.10 0.429
H 0.1530 -3.2222 0.3354 0.11 -0.22 0.73 0.430
```
Positions in Å, forces in eV/Å.

# 3
C4H9NO2 | wB97M-V/def2-TZVPD

Summary:
Energy above the lowest of the compared OMol25 structures with the same formula, charge and spin ... 202.7 kJ/mol
HOMO energy ... -8.0 eV
Orbital gap ... 8.924 eV

Structure (XYZ):
```
16
Properties=species:S:1:pos:R:3:forces:R:3:nbo_charge:R:1
C 1.2165 -1.1455 -0.6925 -0.01 -0.08 0.05 -0.666
C 1.0832 -0.4298 0.4343 0.07 -0.04 -0.14 0.505
N 2.1037 0.2859 1.0427 -0.04 -0.04 -0.01 -0.826
O -0.0720 -0.2789 1.1354 0.17 -0.02 -0.09 -0.507
C -1.3051 -0.3937 0.4370 -0.17 -0.07 0.00 -0.079
C -1.4840 0.6387 -0.6671 -0.05 -0.41 -0.06 -0.097
O -1.1482 1.9034 -0.1436 -0.01 0.31 -0.14 -0.715
H 2.1537 -1.1532 -1.2381 -0.11 -0.03 0.19 0.211
H 0.4116 -1.7746 -1.0507 0.09 0.20 -0.04 0.205
H 1.8942 0.6192 1.9746 0.02 -0.11 -0.23 0.394
H 3.0258 -0.1079 0.9269 -0.17 0.08 0.11 0.384
H -1.4425 -1.4032 0.0234 0.03 0.17 0.10 0.178
H -2.0587 -0.2370 1.2112 0.07 -0.01 -0.06 0.199
H -0.8601 0.3808 -1.5306 -0.03 0.09 0.14 0.181
H -2.5402 0.5976 -0.9816 0.16 -0.02 0.04 0.162
H -0.9779 2.4982 -0.8814 -0.01 -0.02 0.15 0.473
```
Positions in Å, forces in eV/Å.

Which of these has the lowest energy above the lowest of the compared OMol25 structures with the same formula, charge and spin? C11H25AlClI2N3OP2